Molecular formula: C2H4Br2Cs
Method: DFT, ωB97M-V/def2-TZVPD

Cartesian coordinates (Å):
Cs 4.778 3.742 -1.667
Br 1.696 -1.231 -0.088
C -0.115 -0.439 -0.363
C -1.113 -0.565 0.818
Br -2.744 0.494 0.368
H -0.517 -0.847 -1.291
H 0.031 0.639 -0.432
H -0.667 -0.169 1.730
H -1.348 -1.624 0.926

Values from the calculation:
- HOMO level (eV) = -12.5
- molecular weight (g/mol) = 320.77
- multiplicity = 1
- E_LUMO (eV) = -4.2
- total charge = +1
- F_max (Eh/bohr) = 0.0260

Molecular formula: C8H22BaN4O6
Method: DFT, ωB97M-V/def2-TZVPD

Cartesian coordinates (Å):
Ba 7.622 3.352 11.083
O 7.468 5.315 9.550
H 6.826 4.939 8.982
O 5.415 2.585 9.947
H 7.385 -2.551 6.967
O 8.815 5.124 12.682
C 9.638 5.975 12.276
N 9.572 6.546 11.015
C 10.514 6.678 13.257
H 9.898 7.467 10.827
H 8.929 6.136 10.396
H 9.916 7.168 14.023
H 11.095 7.518 12.916
H 11.180 6.038 13.791
O 10.835 3.564 11.263
C 11.717 3.549 10.413
N 11.673 2.524 9.512
C 12.891 4.441 10.490
H 10.759 2.071 9.363
H 12.370 2.594 8.695
H 13.484 4.096 9.652
H 13.334 4.332 11.512
H 12.637 5.466 10.434
O 5.475 5.441 12.652
C 5.381 6.592 12.162
N 5.827 6.929 10.969
C 4.592 7.655 12.939
H 6.438 6.250 10.422
H 5.687 7.830 10.538
H 3.596 7.278 13.211
H 4.459 8.508 12.349
H 5.054 7.826 13.866
O 7.892 0.255 10.299
C 7.946 0.848 9.228
N 8.855 1.812 8.987
C 6.964 0.689 8.015
H 5.135 1.769 9.602
H 8.696 2.288 8.124
H 7.109 -0.269 7.489
H 7.127 1.454 7.267
H 5.905 0.773 8.396

Values from the calculation:
- HOMO level (eV) = -8.6
- molecular weight (g/mol) = 407.61
- multiplicity = 1
- E_LUMO (eV) = -5.6
- F_max (Eh/bohr) = 0.0677

Molecular formula: C26H46As4NPd
Method: DFT, ωB97M-V/def2-TZVPD

Cartesian coordinates (Å):
Pd 0.100 -0.009 -0.566
C 0.024 -1.919 -3.476
As -0.153 -2.232 -1.578
C 1.223 -3.533 -1.248
C -1.849 -3.233 -1.556
C -2.722 -3.645 -0.352
C -3.770 -4.589 -0.982
C -3.559 -2.468 0.183
As -2.993 -0.983 1.341
C -2.423 0.244 -0.108
C -1.206 -1.418 2.037
C -1.921 -4.361 0.753
As -1.883 -6.369 0.760
C -0.509 -6.653 -0.619
C -0.678 -6.474 2.302
H -0.192 -2.875 -3.957
H 1.042 -1.617 -3.715
H -0.687 -1.174 -3.828
H 1.006 -4.406 -1.864
H 1.228 -3.829 -0.199
H 2.187 -3.126 -1.546
H -1.473 -4.128 -2.067
H -2.471 -2.697 -2.280
H -4.405 -4.049 -1.685
H -4.408 -5.016 -0.207
H -3.306 -5.421 -1.515
H -4.396 -2.902 0.736
H -4.027 -1.950 -0.663
H -3.275 0.579 -0.701
H -1.779 -0.260 -0.896
H -1.972 1.128 0.334
H -1.331 -1.982 2.960
H -0.718 -0.473 2.296
H -0.568 -1.995 1.365
H -2.370 -4.123 1.723
H -0.889 -3.995 0.797
H -0.910 -6.473 -1.618
H -0.213 -7.702 -0.580
H 0.381 -6.050 -0.448
H -1.179 -6.073 3.183
H 0.259 -5.940 2.141
H -0.456 -7.523 2.493
C 2.915 1.221 1.041
As 2.427 -0.244 -0.118
C 3.112 -1.776 0.827
C 3.536 -0.042 -1.680
H 3.982 1.108 1.239
H 2.375 1.167 1.983
H 2.738 2.178 0.554
H 4.165 -1.564 1.018
H 3.036 -2.687 0.238
H 2.592 -1.894 1.776
H 4.577 0.027 -1.363
H 3.261 0.864 -2.218
H 3.418 -0.906 -2.333
C -1.638 4.665 2.217
C -0.999 3.462 2.571
C -0.457 2.672 1.596
C -0.463 3.113 0.241
C -1.159 4.310 -0.099
C -1.732 5.076 0.891
N 0.140 2.346 -0.692
C 0.615 2.935 -1.805
C 1.009 4.307 -1.830
C 1.418 4.883 -3.010
C 1.456 4.115 -4.170
C 1.138 2.745 -4.157
C 0.763 2.148 -2.986
H -2.104 5.260 2.992
H -0.954 3.167 3.610
H 0.047 1.745 1.841
H -1.326 4.547 -1.142
H -2.287 5.969 0.639
H 1.084 4.854 -0.897
H 1.748 5.913 -3.033
H 1.779 4.570 -5.098
H 1.201 2.175 -5.073
H 0.505 1.095 -2.943

Values from the calculation:
- HOMO level (alpha / beta) (eV) = -14.8 / -14.8
- molecular weight (g/mol) = 778.77
- multiplicity = 1
- E_LUMO (alpha / beta) (eV) = -11.9 / -11.9
- ΔE to the lowest compared entry with this formula, charge and spin (eV) = 0.951
- total charge = +3
- F_max (Eh/bohr) = 0.0115

Molecular formula: C19H33N3O4S
Method: DFT, ωB97M-V/def2-TZVPD

Cartesian coordinates (Å):
C 2.314 -0.780 4.377
H 3.341 -1.129 4.466
H 1.682 -1.404 5.004
H 2.266 0.240 4.749
C 1.853 -0.840 2.922
C 2.731 0.046 2.042
H 2.709 1.072 2.405
H 3.763 -0.299 2.063
H 2.375 0.037 1.016
H 0.820 -0.483 2.868
C 1.851 -2.303 2.452
N 1.524 -2.509 1.060
S 0.002 -2.193 0.523
O -0.828 -2.011 1.677
O -0.361 -3.215 -0.412
N 0.169 -0.740 -0.317
C -0.535 0.384 0.263
C -2.035 0.326 -0.024
H -2.525 1.184 0.441
H -2.429 -0.586 0.430
C -2.286 0.289 -1.539
C -1.887 1.622 -2.168
O -0.951 1.777 -2.922
N -2.709 2.644 -1.820
H -3.440 2.480 -1.145
C -2.358 4.024 -2.085
C -1.935 4.717 -0.830
C -2.381 5.852 -0.219
C -1.609 5.996 0.961
C -0.761 4.935 0.982
O -0.949 4.155 -0.095
H -0.007 4.630 1.680
H -1.683 6.779 1.687
H -3.153 6.506 -0.567
H -3.203 4.556 -2.528
H -1.531 3.986 -2.802
C -1.504 -0.878 -2.148
C -0.028 -0.827 -1.753
H 0.468 -1.734 -2.097
H 0.447 0.047 -2.206
H -1.578 -0.846 -3.235
H -1.922 -1.820 -1.789
H -3.357 0.142 -1.725
H -0.366 0.358 1.339
H -0.101 1.301 -0.148
C 2.562 -2.585 0.056
H 3.524 -2.372 0.527
C 2.617 -3.966 -0.613
C 2.971 -5.040 0.411
H 3.959 -4.859 0.833
H 2.971 -6.023 -0.054
H 2.239 -5.039 1.215
C 3.631 -3.948 -1.754
H 4.627 -3.723 -1.377
H 3.366 -3.197 -2.495
H 3.662 -4.917 -2.246
H 1.622 -4.179 -1.010
H 2.377 -1.817 -0.702
H 2.831 -2.752 2.632
H 1.107 -2.849 3.037

Values from the calculation:
- HOMO level (eV) = -8.8
- molecular weight (g/mol) = 399.56
- multiplicity = 1
- E_LUMO (eV) = 0.7
- ΔE to the lowest compared entry with this formula, charge and spin (eV) = 0.000
- structure (SMILES) = CC(C)CN(CC(C)C)S(=O)(=O)N1CCC(C(=O)NCc2ccco2)CC1
- F_max (Eh/bohr) = 0.0202

Molecular formula: C4H12NO2
Method: DFT, ωB97M-V/def2-TZVPD

Cartesian coordinates (Å):
C -1.237 -0.605 -0.051
C -0.632 -1.111 -1.418
C 0.056 -0.008 -2.222
C 0.900 0.898 -1.434
O 1.065 0.774 -0.241
N -0.405 -0.800 1.183
H -1.676 0.398 -0.038
H -2.138 -1.167 0.223
H 0.185 -1.724 -1.030
H -1.327 -1.748 -1.973
H 0.630 -0.406 -3.058
H -0.632 0.690 -2.719
H 1.197 1.866 -1.910
H 0.513 -0.321 1.041
H -0.097 -1.745 1.396
H -0.940 -0.297 1.884
H 1.137 2.111 4.009
H 2.167 1.492 3.219
O 1.233 1.705 3.139

Values from the calculation:
- HOMO level (eV) = -14.3
- molecular weight (g/mol) = 106.14
- multiplicity = 1
- E_LUMO (eV) = -3.0
- ΔE to the lowest compared entry with this formula, charge and spin (eV) = 1.498
- total charge = +1
- F_max (Eh/bohr) = 0.0453

- Among the records above, which one has the highest F_max?
  C8H22BaN4O6